Here is a molecular structure, C35H27Br2N9OSm at a distorted geometry from OMol25. Energies are from ωB97M-V with the def2-TZVPD basis set.

Results
2S+1: 6
Frontier orbital gap (alpha / beta): 4.294 / 4.385 eV
Energy above the lowest of the compared OMol25 structures with the same formula, charge and spin: 11.4 kJ/mol
E_LUMO (alpha / beta): -0.3320 / -0.3287 Eh
Charge: +3

Geometry as XYZ:
```
75
Properties=species:S:1:pos:R:3:mulliken_charge:R:1
Sm 2.2092 1.7573 1.0242 1.01
N 2.4273 -2.8590 2.2691 0.10
C 1.9675 -1.6346 2.0503 -0.51
N 2.7077 -0.5573 1.9917 -0.17
C 4.0839 -0.6812 2.2375 0.29
N 4.8460 0.3696 2.3388 -1.09
N 4.2740 1.5797 2.1320 0.40
C 4.9684 2.6319 2.4516 -0.45
C 4.4136 3.9468 2.2161 0.87
C 5.1710 5.1003 2.4602 -0.85
C 4.6172 6.3455 2.2216 -0.32
C 3.2998 6.4120 1.7750 -1.00
C 2.6076 5.2330 1.5548 0.07
N 3.1350 4.0140 1.7362 0.01
C 4.6579 -1.9960 2.4070 0.83
C 6.0276 -2.2230 2.5840 -0.34
C 6.4983 -3.5083 2.7509 -0.84
C 5.6232 -4.5951 2.7422 -0.47
C 4.2655 -4.3964 2.5826 -0.90
C 3.7846 -3.1047 2.4187 0.27
H 1.7988 -3.6507 2.3538 0.30
H 0.8976 -1.5287 1.8927 0.50
H 5.9560 2.5330 2.8951 0.45
H 6.1855 5.0035 2.8154 0.43
H 5.1944 7.2434 2.3828 0.49
H 2.8243 7.3601 1.5887 0.44
H 1.5849 5.2601 1.1879 0.50
H 6.6982 -1.3797 2.6014 0.50
H 7.5536 -3.6836 2.8876 0.45
H 6.0012 -5.5973 2.8608 0.45
H 3.5813 -5.2317 2.5693 0.42
Br 4.3145 2.3216 -1.2551 -0.02
C 3.2420 3.6337 -2.2250 -0.49
Br 1.4555 3.6101 -1.4609 -0.01
H 3.1860 3.3563 -3.2784 0.45
H 3.6846 4.6219 -2.0908 0.42
C -10.3077 -2.8180 -3.5266 -0.84
O -9.0176 -3.2722 -3.8864 -0.44
C -7.9331 -2.7638 -3.3301 0.83
C -7.9094 -1.7523 -2.3522 -0.46
C -6.7090 -1.2874 -1.8760 -0.77
C -5.4892 -1.8062 -2.3429 0.43
C -5.5167 -2.8310 -3.3070 -0.53
C -6.7085 -3.3029 -3.7835 -0.80
C -4.2683 -1.2813 -1.8202 0.30
N -4.1899 -0.3692 -0.8599 -0.83
C -2.8857 -0.1311 -0.6709 0.87
C -2.1077 -0.9249 -1.5408 -0.03
N -3.0128 -1.6478 -2.2550 -0.12
C -0.7035 -0.8646 -1.5546 0.24
C 0.1104 -1.6356 -2.4064 -0.72
C 1.4725 -1.4725 -2.3725 -1.31
C 2.0167 -0.5526 -1.4716 -0.15
N 1.2892 0.1853 -0.6366 0.37
C -0.0666 0.0516 -0.6537 0.02
C -0.8536 0.8564 0.2531 0.24
N -0.2132 1.7095 1.1116 0.13
C -0.9582 2.4416 1.9425 -0.05
C -2.3490 2.3816 2.0035 -1.17
C -3.0153 1.5343 1.1461 -0.39
C -2.2703 0.7611 0.2484 0.13
H -11.0022 -3.3846 -4.1434 0.25
H -10.4199 -1.7505 -3.7291 0.35
H -10.5147 -3.0165 -2.4729 0.35
H -8.8275 -1.3385 -1.9689 0.44
H -6.6806 -0.5042 -1.1371 0.47
H -4.6034 -3.2639 -3.6838 0.26
H -6.7500 -4.0942 -4.5143 0.45
H -2.8232 -2.3059 -2.9932 0.20
H -0.3423 -2.3460 -3.0818 0.51
H 2.1179 -2.0314 -3.0296 0.51
H 3.0945 -0.4163 -1.4310 0.46
H -0.4164 3.1125 2.6076 0.45
H -2.8862 2.9870 2.7140 0.48
H -4.0908 1.4376 1.1338 0.65
```

---

Here is a molecular structure, C28H28KN6S6 from OMol25. Energies are from ωB97M-V with the def2-TZVPD basis set.

Results
Frontier orbital gap: 6.355 eV
Energy above the lowest of the compared OMol25 structures with the same formula, charge and spin: 0.0 kJ/mol
E_LUMO: 0.0749 Eh
Charge: -1

Geometry as XYZ:
```
69
Properties=species:S:1:pos:R:3:mulliken_charge:R:1
K 0.3743 0.4069 -0.2849 0.75
C 1.6869 -0.6389 2.8792 -0.98
C 2.4054 0.6411 2.4145 -0.42
C 1.5603 1.8813 2.5848 0.36
C 1.9422 2.9043 3.4459 -0.81
C 1.1106 3.9999 3.6059 -0.44
C -0.0908 4.0376 2.9206 -0.59
C -0.4022 2.9659 2.1016 -0.55
N 0.4022 1.9232 1.9263 0.50
N 1.0330 -1.4007 1.8050 0.85
C -0.0394 -2.2297 2.3374 -1.21
C -1.1996 -2.5502 1.4148 1.08
C -2.0277 -3.6138 1.7744 -1.02
C -3.1473 -3.8930 1.0193 -0.61
C -3.4091 -3.1009 -0.0903 -0.79
C -2.5262 -2.0804 -0.3825 -0.59
N -1.4381 -1.7998 0.3417 0.41
C 2.0222 -2.2009 1.0865 -0.91
C 1.4660 -2.9065 -0.1271 0.53
C 1.2247 -4.2742 -0.1231 -0.49
C 0.6893 -4.8696 -1.2539 -0.48
C 0.4293 -4.0818 -2.3621 -0.52
C 0.7151 -2.7276 -2.2836 -0.34
N 1.2113 -2.1511 -1.1960 -0.27
H 0.9173 -0.3574 3.5982 0.50
H 2.4095 -1.2872 3.4025 0.40
H 2.7390 0.5476 1.3754 0.08
H 3.3162 0.7826 2.9995 0.33
H 2.8830 2.8408 3.9771 0.40
H 1.3969 4.8095 4.2656 0.38
H -0.7790 4.8644 3.0254 0.40
H -1.3447 2.9367 1.5678 0.37
H -0.4732 -1.7077 3.1943 0.10
H 0.3584 -3.1911 2.7070 0.06
H -1.7972 -4.1939 2.6587 0.37
H -3.8220 -4.6908 1.3014 0.59
H -4.2859 -3.2598 -0.7024 0.42
H -2.6978 -1.4422 -1.2434 0.45
H 2.4663 -2.9522 1.7636 0.30
H 2.8285 -1.5439 0.7535 0.46
H 1.4374 -4.8569 0.7641 0.36
H 0.4773 -5.9312 -1.2665 0.41
H 0.0137 -4.5003 -3.2684 0.41
H 0.5331 -2.0744 -3.1302 0.45
C -0.9001 -3.6235 5.7889 -0.54
S -1.7521 -2.0599 6.1261 -0.08
C -2.8702 -1.9817 4.7865 0.01
C -2.9652 -0.9292 3.9212 -0.09
S -2.0255 0.4725 3.7359 -0.21
S -4.3300 -1.1023 2.8017 -0.15
C -4.9857 -2.5971 3.3491 0.11
S -6.2615 -3.3769 2.6380 -0.27
S -4.1063 -3.2314 4.6762 -0.17
H -0.2416 -3.8025 6.6381 0.38
H -0.3027 -3.5559 4.8806 -0.01
H -1.6040 -4.4503 5.7117 0.26
C 3.8699 4.1971 -5.8255 -1.13
C 2.7862 3.5276 -5.0260 0.85
C 1.5568 3.2116 -5.5917 -0.56
C 0.6607 2.5682 -4.7554 -0.21
N 0.9175 2.2646 -3.4975 -0.35
C 2.1430 2.6190 -3.0057 -0.01
S 2.5021 2.2488 -1.3762 -0.55
N 3.0781 3.2426 -3.7676 -0.50
H 3.4749 4.6591 -6.7304 0.33
H 4.6233 3.4607 -6.1121 0.24
H 4.3650 4.9495 -5.2133 0.32
H 1.3143 3.4511 -6.6180 0.32
H -0.3230 2.2832 -5.1239 0.38
```

---

Here is a molecular structure, C18H18LuNO4 at a distorted geometry from OMol25. Energies are from ωB97M-V with the def2-TZVPD basis set.

Results
Frontier orbital gap: 5.906 eV
E_LUMO: -0.0313 Eh

Geometry as XYZ:
```
42
Properties=species:S:1:pos:R:3:mulliken_charge:R:1
C 0.7915 -2.3847 3.0716 -0.42
C -0.6296 -2.4389 2.9445 -0.37
C -0.9334 -2.7750 1.5980 -0.87
H -1.3420 -2.3404 3.7642 0.43
C 0.2922 -2.8850 0.8846 -0.04
C 1.3565 -2.6557 1.7926 -1.06
H 2.4222 -2.6937 1.5671 0.38
H 1.3343 -2.2650 4.0064 0.49
H -1.9306 -2.9397 1.1896 0.48
H 0.3938 -3.1475 -0.1658 0.41
C -1.1200 2.4262 1.3693 -0.43
C -1.0883 2.8618 2.7390 -0.87
C 0.2961 3.1176 3.0762 -0.54
H -1.9445 3.1224 3.3544 0.52
C 1.0826 2.8127 1.9030 -0.99
C 0.1961 2.4573 0.8509 0.01
H 0.4546 2.3509 -0.2003 0.43
H -2.0236 2.3285 0.7747 0.46
H 0.6325 3.6327 3.9686 0.56
H 2.1421 3.0408 1.8029 0.47
Lu 0.0052 0.7766 3.2588 1.64
O 0.1195 -0.5503 -1.5615 -0.31
C -1.3801 -0.5871 -1.5320 -0.41
C -0.4290 -1.2174 -2.5991 0.28
H -1.7905 -1.1896 -0.7037 0.06
H -1.9971 0.2852 -1.8021 0.15
H -0.3984 -2.3432 -2.5829 0.45
H 1.2426 -1.8941 -4.5592 0.37
C 0.7927 -0.9345 -4.7551 -0.47
C -0.1954 -0.5020 -3.8458 0.35
C -0.4818 0.8734 -3.8434 -0.18
H -0.9857 1.3476 -2.9987 0.00
C -0.0624 1.6783 -4.8799 -0.60
H -0.1960 2.7576 -4.8211 0.34
C 0.7070 1.1710 -5.9380 -0.34
H 1.0476 1.7780 -6.7755 0.36
C 1.1626 -0.1469 -5.8393 -0.46
H 1.9215 -0.5464 -6.4960 0.35
O -1.0131 -0.1783 5.0012 -0.67
N 0.1424 -0.6497 5.5698 1.11
O 0.1899 -1.4577 6.4393 -0.46
O 1.2158 -0.0958 4.9726 -0.66
```

---

Here is 12 unconnected molecules or ions with the total composition C39H101N25O12P at a distorted geometry from OMol25. Energies are from ωB97M-V with the def2-TZVPD basis set.

Results
Frontier orbital gap: 8.626 eV
E_LUMO: -0.0598 Eh
Charge: +1

Geometry as XYZ:
```
178
Properties=species:S:1:pos:R:3:mulliken_charge:R:1
C 2.0261 -1.0109 0.6356 -0.18
C 1.9986 -1.6257 -0.3947 -0.12
C 1.9494 -2.3166 -1.6840 -1.42
C 2.9659 -1.7183 -2.6984 0.37
C 4.1958 -2.5941 -2.9598 -2.12
C 5.2723 -2.5949 -1.8727 -1.11
C 6.0262 -1.2588 -1.6944 0.13
C 6.2764 -0.5278 -3.0021 -1.01
C 7.1727 -1.3832 -3.9310 -1.67
N 5.3080 -0.4514 -0.6467 1.54
C 5.5896 1.0336 -0.6478 -0.76
C 4.6063 1.8528 -1.4841 -1.18
C 3.3154 2.1985 -0.7331 -0.05
C 2.2464 2.7313 -1.7205 -1.60
C 1.0932 1.7328 -1.9142 0.82
C -0.1940 2.1844 -1.2058 -1.08
C -1.3528 1.2311 -1.5046 0.10
C -2.4355 1.2375 -0.4135 -0.51
C -3.2474 -0.0675 -0.4204 -0.60
C -4.6661 0.0813 0.1774 -0.74
C -5.8070 -0.3638 -0.7801 -0.58
C -6.4970 -1.6188 -0.2576 -0.77
C -7.5136 -2.2964 -1.2075 -0.15
C -7.3574 -1.9522 -2.6819 -1.11
C 5.5293 -1.0717 0.6953 0.83
C 6.8585 -0.6690 1.3365 -0.70
C 6.6310 -0.1546 2.7556 -0.11
C 6.0144 -1.1925 3.6733 -1.71
O 5.8532 1.0404 2.7509 -0.65
C 5.3851 -2.6013 0.6233 -2.53
N 4.6846 -3.0810 -0.5898 0.85
P 4.7227 -4.7827 -0.5383 0.24
N 6.1270 -5.4239 -0.7339 -0.75
H 1.9797 -0.4026 1.5083 0.56
H 0.8856 -2.2604 -2.0626 0.57
H 2.1778 -3.3669 -1.5063 0.58
H 2.4440 -1.6358 -3.6428 1.42
H 3.2164 -0.6891 -2.4277 -0.74
H 3.8395 -3.6195 -3.0660 0.74
H 4.6032 -2.3319 -3.9319 0.40
H 6.0469 -3.3097 -2.1733 1.25
H 7.0088 -1.4856 -1.2727 0.67
H 6.8192 0.3988 -2.8331 0.76
H 5.3488 -0.2879 -3.5166 0.25
H 7.6606 -2.1793 -3.3694 0.40
H 6.6113 -1.8468 -4.7370 0.41
H 7.9458 -0.7721 -4.3892 0.41
H 4.3054 -0.5617 -0.8415 -1.23
H 6.6236 1.1903 -0.9361 0.14
H 5.5165 1.3602 0.3909 0.58
H 4.3542 1.3117 -2.3980 0.30
H 5.1226 2.7652 -1.7819 0.49
H 3.5622 2.9417 0.0230 0.63
H 2.9630 1.2765 -0.2741 -0.15
H 1.8444 3.6538 -1.3046 0.49
H 2.7177 2.9602 -2.6747 0.44
H 0.8586 1.6035 -2.9725 0.65
H 1.3625 0.7799 -1.4712 -0.98
H -0.4262 3.1945 -1.5454 0.44
H -0.0180 2.1753 -0.1279 0.30
H -0.9615 0.2120 -1.5620 -0.27
H -1.8215 1.4891 -2.4555 0.42
H -3.0821 2.1052 -0.5481 0.22
H -1.9473 1.3520 0.5553 0.25
H -2.6821 -0.7759 0.1872 0.26
H -3.2901 -0.4551 -1.4397 0.27
H -4.8037 1.1206 0.4737 0.39
H -4.7187 -0.5239 1.0820 0.53
H -5.3596 -0.5428 -1.7551 0.36
H -6.5124 0.4637 -0.8528 0.24
H -7.0162 -1.3422 0.6619 0.26
H -5.7320 -2.3420 0.0366 0.36
H -8.5197 -2.0546 -0.8673 0.17
H -7.4252 -3.3781 -1.1182 0.21
H -7.4609 -0.8871 -2.8846 0.26
H -6.3737 -2.2812 -3.0264 0.28
H -8.0998 -2.4867 -3.2709 0.31
H 4.7154 -0.7070 1.3170 0.60
H 7.5248 -1.5229 1.4532 0.85
H 7.4168 0.0729 0.7698 -0.14
H 7.6084 0.0756 3.1856 0.28
H 6.0475 -0.8616 4.7086 0.55
H 6.5227 -2.1530 3.6216 0.41
H 4.9634 -1.3837 3.4296 0.33
H 5.0603 0.9118 3.2778 0.41
H 6.3544 -3.1019 0.7037 0.77
H 4.7965 -2.9082 1.4873 0.63
H 4.0992 -5.0606 0.6889 0.11
H 3.8375 -5.1642 -1.5539 0.08
H 6.4529 -5.9708 0.0516 0.26
C 4.7684 -3.0889 6.8129 0.66
O 5.2287 -3.2738 5.6966 -0.64
N 3.4536 -3.3194 7.1115 -0.40
N 5.5328 -2.6360 7.8477 -0.39
H 3.0641 -3.1773 8.0238 0.16
H 2.8659 -3.6625 6.3761 0.22
H 6.5042 -2.4602 7.6652 0.22
H 5.1744 -2.4810 8.7705 0.16
C 10.1647 0.5545 5.8402 0.60
O 10.2911 0.1641 6.9907 -0.71
N 9.1255 1.3289 5.4284 -0.08
N 11.0715 0.2376 4.8579 -0.34
H 9.0308 1.6536 4.4845 0.05
H 8.4343 1.5968 6.1082 0.12
H 11.8566 -0.3254 5.1224 0.21
H 10.9911 0.5621 3.9110 0.19
C 6.0308 3.7176 6.2684 0.79
O 7.0204 3.0830 6.6127 -0.82
N 4.9074 3.0968 5.8038 -0.44
N 5.9749 5.0756 6.3177 -0.36
H 4.0851 3.5919 5.5162 0.16
H 4.9222 2.0959 5.7615 0.18
H 6.7933 5.5667 6.6305 0.21
H 5.1699 5.6006 6.0348 0.17
C -11.1563 -3.3826 -3.1535 0.58
O -10.1618 -3.8384 -2.6079 -0.64
N -11.7030 -2.1837 -2.8216 -0.17
N -11.8039 -4.0593 -4.1568 -0.38
H -12.5254 -1.7947 -3.2487 0.17
H -11.2630 -1.6594 -2.0897 0.15
H -11.4322 -4.9495 -4.4268 0.21
H -12.6203 -3.7062 -4.6171 0.14
C -14.6041 0.5998 -3.0838 0.59
O -13.6133 0.0102 -2.6665 -0.70
N -15.5337 0.0054 -3.8828 -0.30
N -14.8534 1.9040 -2.7751 -0.33
H -16.3360 0.4809 -4.2505 0.17
H -15.3870 -0.9501 -4.1448 0.14
H -14.2070 2.3725 -2.1680 0.19
H -15.6681 2.3951 -3.0901 0.17
C 10.5100 -0.0162 0.0450 0.71
O 10.4212 0.6870 1.0335 -0.61
N 9.7112 0.1668 -1.0620 -0.28
N 11.3988 -1.0457 -0.0600 -0.42
H 9.7724 -0.3999 -1.8867 0.16
H 9.0568 0.9251 -1.0331 0.14
H 12.0061 -1.2115 0.7212 0.23
H 11.4759 -1.6294 -0.8709 0.15
C -16.2743 1.4521 0.8324 0.64
O -15.9887 2.4874 0.2572 -0.62
N -16.5727 0.2996 0.1599 -0.34
N -16.3143 1.3578 2.1969 -0.40
H -16.8033 -0.5612 0.6172 0.17
H -16.5362 0.3283 -0.8420 0.19
H -16.1005 2.1846 2.7213 0.22
H -16.5453 0.5135 2.6838 0.16
C 10.0855 4.8904 5.7003 0.64
O 9.7392 4.3035 4.6891 -0.60
N 9.3958 4.8057 6.8782 -0.28
N 11.2049 5.6807 5.7344 -0.41
H 9.6880 5.2803 7.7113 0.16
H 8.5673 4.2233 6.8969 0.19
H 11.7389 5.7596 4.8901 0.24
H 11.5121 6.1635 6.5564 0.15
C -15.4696 0.1258 -7.5296 0.65
O -16.2407 -0.2860 -6.6785 -0.62
N -14.5579 1.1111 -7.2723 -0.34
N -15.4530 -0.3696 -8.8024 -0.41
H -13.9160 1.4594 -7.9580 0.16
H -14.5320 1.4849 -6.3419 0.20
H -16.1111 -1.0928 -9.0238 0.22
H -14.8254 -0.0435 -9.5119 0.16
C 0.0169 -2.3987 -4.4393 0.51
O 1.0654 -2.2460 -5.0424 -0.67
N -0.9631 -3.2271 -4.8894 -0.40
N -0.2622 -1.7548 -3.2494 -0.19
H -1.8319 -3.3657 -4.4084 0.15
H -0.7967 -3.7134 -5.7510 0.25
H 0.4154 -1.1216 -2.8799 -0.03
H -1.1201 -1.8942 -2.7472 0.19
C -3.1360 4.8981 2.2769 0.64
O -2.3055 5.0573 3.1523 -0.65
N -2.7844 4.5918 0.9878 -0.32
N -4.4795 5.0053 2.5042 -0.38
H -3.4497 4.4527 0.2520 0.18
H -1.8062 4.5030 0.7898 0.13
H -4.7714 5.2280 3.4371 0.22
H -5.1717 4.8769 1.7916 0.17
```

---

Here is a molecular structure, C32H45N2O2PtS3Si at a distorted geometry from OMol25. Energies are from ωB97M-V with the def2-TZVPD basis set.

Results
Frontier orbital gap: 6.429 eV
Energy above the lowest of the compared OMol25 structures with the same formula, charge and spin: 155.3 kJ/mol
E_LUMO: -0.1723 Eh
Charge: +1

Geometry as XYZ:
```
86
Properties=species:S:1:pos:R:3:mulliken_charge:R:1
Pt 0.0452 0.1220 -0.1210 1.86
C -0.9415 2.2751 0.5972 -0.48
C -0.2950 1.7157 1.7165 0.26
C -0.9739 0.4110 1.9634 -0.81
C -1.8911 0.2331 0.8066 -0.47
C -1.9917 1.3991 0.0781 0.60
C -3.0256 1.6955 -0.9687 1.88
C -4.0516 2.5888 -0.2357 -1.81
C -3.6983 0.4071 -1.4465 -1.67
C -2.4879 2.4896 -2.1664 -1.57
C -1.1538 -0.5227 3.2041 2.10
C -0.6332 0.0244 4.5359 -1.98
C -0.4972 -1.8865 2.9222 -1.52
C -2.6758 -0.7316 3.4361 -1.75
C 0.8787 2.4886 2.3320 1.92
C 2.0780 1.5740 2.6335 -1.26
C 1.3821 3.5634 1.3467 -2.07
C 0.4296 3.2468 3.5963 -1.74
H -0.6893 3.2451 0.1921 0.26
H -2.6007 -0.5826 0.7674 0.59
H -4.5028 2.0654 0.6114 0.35
H -4.8481 2.8582 -0.9311 0.48
H -3.5885 3.5095 0.1284 0.35
H -4.1793 -0.1389 -0.6305 0.38
H -2.9857 -0.2668 -1.9295 0.27
H -4.4732 0.6565 -2.1733 0.49
H -2.0825 3.4575 -1.8601 0.34
H -3.3117 2.6815 -2.8569 0.49
H -1.7156 1.9578 -2.7161 0.22
H 0.4311 0.2056 4.5516 0.25
H -0.8406 -0.7214 5.3060 0.57
H -1.1581 0.9344 4.8190 0.39
H 0.5750 -1.7923 2.7394 0.32
H -0.9553 -2.3147 2.0625 -0.26
H -0.6386 -2.5793 3.7645 0.61
H -3.2101 0.2228 3.4413 0.42
H -2.8317 -1.2093 4.4050 0.47
H -3.1309 -1.3807 2.6830 0.26
H 2.4747 1.1906 1.6928 0.01
H 1.8391 0.7356 3.2748 0.08
H 2.8681 2.1530 3.1176 0.51
H 1.6736 3.1301 0.3863 0.28
H 2.2611 4.0448 1.7777 0.52
H 0.6425 4.3476 1.1718 0.40
H 0.2605 2.6019 4.4407 0.29
H -0.4797 3.8220 3.4036 0.37
H 1.2129 3.9550 3.8744 0.47
C 3.7352 -0.4211 -5.7722 -1.07
Si 3.0168 1.0584 -4.8143 0.21
C 4.1081 2.5997 -5.0442 -1.08
C 1.2277 1.4118 -5.3545 -1.09
C 3.1122 0.6033 -2.9594 0.31
C 4.3401 0.2731 -2.3855 -0.17
C 4.4500 -0.1163 -1.0549 -1.30
C 3.3105 -0.1584 -0.2754 -0.30
N 2.1259 0.1855 -0.7805 -0.38
C 2.0230 0.5334 -2.0836 0.51
S 0.3159 0.7932 -2.4147 -0.59
H 3.7946 -0.1834 -6.8392 0.34
H 3.1101 -1.3120 -5.6662 0.33
H 4.7448 -0.6801 -5.4412 0.35
H 4.1826 2.8519 -6.1073 0.34
H 5.1264 2.4458 -4.6752 0.35
H 3.6936 3.4695 -4.5266 0.32
H 1.2435 1.6820 -6.4163 0.39
H 0.7785 2.2505 -4.8200 0.30
H 0.5735 0.5442 -5.2524 0.31
H 5.2407 0.3046 -2.9944 0.38
H 5.4052 -0.3890 -0.6281 0.42
H 3.3309 -0.4683 0.7626 0.62
O -3.9586 -5.1791 -0.6168 -0.62
S -3.4021 -4.2298 0.2848 1.14
O -4.2320 -3.5398 1.2266 -0.59
N -2.5667 -3.0530 -0.6199 -0.52
C -1.3089 -3.1111 -0.3690 0.80
S -0.2022 -2.0754 -1.2617 -0.25
C -0.8452 -4.1328 0.5808 0.12
C 0.4500 -4.4225 0.9976 -0.38
C 0.6288 -5.4519 1.9035 -0.71
C -0.4515 -6.1851 2.3832 -0.52
C -1.7513 -5.9024 1.9630 -0.65
C -1.9104 -4.8717 1.0630 0.15
H 1.2970 -3.8483 0.6090 0.50
H 1.6288 -5.6945 2.2455 0.42
H -0.2790 -6.9913 3.0853 0.42
H -2.5998 -6.4725 2.3246 0.47
```

---

no.,E_tot (Eh)
1,-7723.30167
2,-4401.53260
3,-2287.70019
4,-4159.88842
5,-3109.50752